# C38H106N8O11

A cluster of 11 separate species, C38H106N8O11 in total in a non-equilibrium geometry (ωB97M-V/def2-TZVPD, the Open Molecules 2025 dataset).

The geometry in XYZ format:
```
163
Properties=species:S:1:pos:R:3:forces:R:3:lowdin_charge:R:1
C -7.5271 -17.1775 12.5414 -0.959 0.573 -1.234 -0.045
C -8.5675 -18.1301 11.8056 1.544 -0.204 0.767 -0.406
C -8.1052 -18.9345 10.5868 2.523 3.181 0.507 -0.289
O -9.0698 -19.6791 9.9576 -0.543 -0.887 -0.462 -0.136
C -8.4317 -20.4064 8.9317 0.321 -0.470 -1.270 -0.114
N -8.9174 -19.1136 12.7724 -1.679 -1.447 0.982 0.008
H -7.9674 -16.8806 13.4934 -0.192 -0.186 -0.037 0.069
H -7.3734 -16.2476 11.9939 -0.069 0.063 -0.201 0.061
H -6.5181 -17.5165 12.7761 -0.162 -0.823 -0.306 0.068
H -9.5056 -17.6378 11.5491 0.208 0.600 -0.019 0.139
H -7.2118 -19.4768 10.8966 -0.117 -0.916 0.296 0.124
H -7.6146 -18.1870 9.9632 -0.317 0.198 -1.149 0.122
H -8.1033 -19.7654 8.1136 0.594 0.626 0.326 0.088
H -9.0037 -21.1029 8.3187 -1.135 -0.096 0.958 0.086
H -7.5996 -21.0013 9.3083 0.228 0.194 0.164 0.090
H -9.3446 -19.7905 12.1564 -0.817 -0.773 0.648 0.060
H -8.1411 -19.6343 13.1550 0.558 0.365 0.048 0.075
C -9.3351 -22.0151 28.8667 0.304 2.009 2.176 -0.075
C -9.4841 -20.7197 28.0114 0.655 -2.377 0.387 -0.418
C -8.2469 -19.8462 28.0127 0.769 -0.601 -0.381 -0.244
O -8.4894 -18.6506 27.3238 0.473 1.175 0.102 -0.186
C -7.3388 -17.7742 27.2179 -1.328 0.169 -0.025 -0.080
N -9.7284 -21.3272 26.7227 -0.321 0.957 -1.494 0.022
H -8.5542 -22.7446 28.6518 -0.272 0.026 -1.041 0.079
H -10.3260 -22.4380 29.0326 0.281 -0.298 -0.175 0.081
H -8.9559 -21.6519 29.8218 -0.394 -0.143 0.675 0.063
H -10.3431 -20.1597 28.3808 -0.094 0.057 -0.120 0.137
H -7.4914 -20.3988 27.4541 0.369 -0.348 -0.103 0.126
H -7.7944 -19.6909 28.9922 -0.346 0.305 0.446 0.121
H -6.7605 -17.9738 26.3158 0.286 -0.401 0.227 0.085
H -6.7544 -17.7115 28.1358 0.225 -0.575 -0.021 0.084
H -7.7248 -16.7616 27.1003 -0.264 -0.036 -0.140 0.079
H -9.2244 -22.1993 26.6494 -0.008 -0.032 0.050 0.061
H -9.3136 -20.7257 26.0254 -0.341 0.126 -0.570 0.065
C -14.5944 -10.1467 20.3622 -0.802 1.743 -0.280 -0.055
C -15.6178 -9.0646 19.8573 0.815 0.512 2.027 -0.381
C -16.9082 -9.5643 19.1776 0.964 0.796 0.525 -0.230
O -16.5529 -10.0524 17.9450 0.089 -1.245 -1.580 -0.173
C -17.6605 -10.3836 17.1486 -0.812 0.784 -0.800 -0.125
N -15.9796 -8.2556 21.0700 -0.623 -0.526 -0.177 0.007
H -13.7250 -9.6552 20.7988 0.227 0.466 -0.426 0.060
H -14.2469 -10.7154 19.4996 -0.274 -0.755 0.555 0.075
H -15.0166 -10.5496 21.2828 -0.295 -1.155 -0.605 0.074
H -15.0735 -8.3528 19.2367 -0.213 -0.451 -0.945 0.126
H -17.5319 -8.6908 18.9875 -0.495 0.258 0.470 0.120
H -17.4547 -10.3430 19.7097 -0.027 0.157 0.618 0.135
H -18.3051 -9.5338 16.9240 0.558 1.141 -0.349 0.077
H -18.5044 -10.9376 17.5598 0.759 -1.334 0.803 0.085
H -17.3245 -10.7779 16.1896 0.046 -0.229 0.321 0.093
H -15.2321 -7.6389 21.3547 0.349 -0.200 -0.074 0.062
H -16.7407 -7.6285 20.8517 -0.259 0.039 -0.082 0.052
C -7.9076 -6.1135 19.7615 0.440 0.447 -1.325 -0.060
C -8.8865 -4.9079 19.6227 1.459 -1.110 1.596 -0.465
C -9.4719 -4.8449 18.2397 -0.441 2.684 0.040 -0.136
O -10.1648 -3.5071 18.1265 0.422 -1.094 0.065 -0.213
C -9.3217 -2.3581 18.3184 -0.622 -0.537 -0.573 -0.114
N -9.8658 -4.9672 20.6966 -0.490 -0.302 0.028 0.041
H -6.9915 -5.8654 19.2254 0.090 0.237 -0.379 0.066
H -8.2832 -6.9624 19.1903 -0.186 -0.412 0.495 0.070
H -7.4910 -6.3812 20.7325 -0.947 0.081 0.280 0.075
H -8.2672 -4.0454 19.8689 -0.087 0.127 -0.446 0.113
H -10.2125 -5.6290 18.0826 -0.275 0.268 0.089 0.124
H -8.7460 -4.9256 17.4306 0.289 0.092 0.053 0.119
H -8.5925 -2.3106 17.5095 0.547 -0.117 0.257 0.086
H -8.8970 -2.3025 19.3207 0.291 -0.085 -0.153 0.071
H -9.9131 -1.4510 18.1936 -0.451 -0.265 0.011 0.084
H -10.5527 -5.6632 20.4438 -0.187 -0.374 0.181 0.070
H -10.4121 -4.1231 20.7922 0.149 0.353 -0.222 0.068
C -2.4285 -20.8093 17.4511 1.177 0.818 0.325 -0.083
C -3.6680 -20.0454 17.9301 1.106 -0.381 -0.529 -0.415
C -3.4740 -18.5824 18.4486 -0.315 -0.762 -0.066 -0.195
O -2.4531 -18.4842 19.4382 -0.048 0.228 -0.193 -0.200
C -2.5358 -17.3327 20.3129 -0.213 -0.838 -1.208 -0.081
N -4.5778 -20.0728 16.7915 -1.191 0.489 0.263 0.013
H -1.8814 -20.3128 16.6497 -0.242 0.544 -0.233 0.073
H -2.7188 -21.7549 16.9932 -0.017 -0.235 0.559 0.073
H -1.6604 -20.8933 18.2199 -0.143 -0.523 0.220 0.072
H -4.0723 -20.6922 18.7088 -0.367 0.399 0.257 0.134
H -4.4411 -18.2366 18.8136 -0.209 -0.160 0.475 0.113
H -3.3315 -17.9376 17.5813 0.697 0.172 -0.208 0.117
H -1.6035 -17.2802 20.8751 -0.262 -0.258 0.154 0.086
H -3.4312 -17.4552 20.9222 0.133 0.223 0.363 0.084
H -2.6103 -16.4114 19.7352 -0.106 0.111 -0.122 0.081
H -4.9368 -21.0133 16.7085 -0.214 -0.013 -0.049 0.066
H -4.0916 -19.8959 15.9241 0.208 0.186 -0.009 0.065
C -14.0666 -15.1403 29.3398 -0.554 0.532 0.677 -0.059
C -13.0392 -14.1316 28.8699 -0.067 -1.013 0.796 -0.467
C -11.8847 -13.9739 29.9126 -1.878 0.457 -0.314 -0.164
O -12.4676 -13.4923 31.1108 1.150 -1.484 -0.082 -0.188
C -12.8321 -12.1889 31.2203 -0.886 1.986 1.018 -0.162
N -12.5123 -14.4399 27.5703 0.329 0.691 -0.383 0.038
H -14.2148 -14.8744 30.3864 -0.049 -0.593 0.274 0.073
H -13.8262 -16.1961 29.2150 0.283 0.099 0.042 0.081
H -15.0450 -14.9475 28.8997 0.112 -0.141 -0.420 0.076
H -13.6075 -13.2051 28.7874 0.364 0.326 0.047 0.128
H -11.1276 -13.3034 29.5059 0.232 0.214 0.102 0.119
H -11.4391 -14.9384 30.1558 0.019 -0.030 -0.091 0.130
H -12.0586 -11.4228 31.2739 0.908 -0.343 0.121 0.084
H -13.3567 -12.1646 32.1754 -0.080 0.371 0.047 0.096
H -13.5035 -11.7235 30.4988 -0.438 -0.728 -0.618 0.081
H -11.8555 -15.2021 27.6584 0.081 -0.432 -0.084 0.070
H -11.9280 -13.6232 27.4619 0.482 0.077 -1.138 0.062
C -15.7226 -17.1060 16.0010 -0.770 -0.630 -0.002 -0.067
C -14.7948 -18.1592 15.3765 -0.695 -0.081 -0.558 -0.460
C -15.2680 -18.4166 13.9068 -0.428 0.811 0.172 -0.228
O -14.6397 -19.3664 13.0968 -0.336 -1.332 0.465 -0.181
C -14.7706 -20.6753 13.6750 2.629 -0.135 -1.010 -0.100
N -13.4329 -17.7522 15.4775 0.746 0.128 0.025 0.039
H -15.3717 -16.6724 16.9374 0.245 -0.397 -0.005 0.076
H -16.6663 -17.6232 16.1747 -0.205 0.151 0.320 0.072
H -16.0046 -16.2588 15.3759 0.420 -0.036 -0.477 0.073
H -14.8428 -19.0955 15.9325 -0.438 0.019 0.221 0.126
H -15.0946 -17.4852 13.3678 -0.322 0.271 0.024 0.125
H -16.3228 -18.6898 13.8775 -0.451 0.455 0.343 0.120
H -14.0360 -20.6468 14.4798 -0.678 -0.598 0.804 0.080
H -14.2814 -21.3515 12.9739 -0.021 0.050 -0.341 0.083
H -15.7172 -21.1806 13.8666 -0.519 1.029 0.355 0.094
H -12.8567 -18.5338 15.1997 0.435 0.176 -0.204 0.070
H -13.2818 -16.9857 14.8372 0.407 0.121 -0.136 0.078
C -0.6196 -9.6582 18.6684 -2.120 0.467 1.159 -0.075
C -1.4534 -10.5959 17.8361 1.792 -0.034 0.976 -0.486
C -2.0071 -9.8599 16.6792 0.855 0.301 -0.939 -0.261
O -2.6984 -10.7039 15.8296 -2.531 -0.176 0.167 -0.162
C -4.0942 -10.7358 16.1532 -0.772 -1.373 -1.789 -0.106
N -0.4562 -11.5777 17.4775 -0.980 -1.239 -0.318 0.038
H -1.3989 -8.9517 18.9542 0.737 1.086 0.369 0.077
H 0.2000 -9.2359 18.0870 -0.089 0.143 0.236 0.087
H -0.3169 -10.1636 19.5855 0.428 0.102 -0.228 0.084
H -2.2663 -11.0584 18.3959 0.061 -0.084 0.262 0.148
H -1.1651 -9.5870 16.0430 0.310 0.780 0.256 0.135
H -2.6114 -8.9950 16.9528 0.042 0.212 0.082 0.128
H -4.4354 -11.4206 16.9294 0.699 0.013 0.552 0.084
H -4.5448 -11.1612 15.2564 -0.076 -0.175 -0.130 0.083
H -4.6690 -9.8156 16.2582 0.879 0.696 0.294 0.086
H 0.3037 -11.0693 17.0484 0.154 -0.357 -0.413 0.069
H -0.9147 -12.2010 16.8283 0.601 -0.366 -0.530 0.071
C -9.3074 -13.8434 19.7379 0.886 0.540 0.330 -0.074
C -8.8182 -13.4783 21.1678 -1.638 -0.021 -0.577 -0.331
O -7.9343 -12.3960 21.0984 1.276 0.467 -0.430 -0.089
H -10.1323 -14.5513 19.6581 -0.067 0.178 0.491 0.071
H -8.5442 -14.2003 19.0464 0.341 -0.057 0.297 0.065
H -9.5991 -12.8608 19.3670 -0.357 -0.151 -0.338 0.070
H -8.4160 -14.2612 21.8109 -0.099 -0.368 -0.286 0.107
H -9.7008 -13.0198 21.6137 -0.484 -0.754 0.551 0.102
H -7.7649 -12.1298 22.0050 0.141 0.165 -0.046 0.081
C -1.5962 -11.1799 25.9067 1.026 -0.408 -1.704 -0.097
C -2.7239 -12.1728 26.0415 0.470 0.386 -0.058 -0.352
O -2.6468 -12.6220 27.3468 -1.065 -0.766 1.882 -0.079
H -1.4367 -10.9911 24.8450 0.004 0.565 -0.112 0.070
H -0.6542 -11.6200 26.2339 -0.081 -0.234 0.159 0.076
H -1.6824 -10.2405 26.4528 -0.581 -0.055 -0.042 0.076
H -2.6787 -13.1113 25.4890 0.630 0.348 -0.627 0.117
H -3.6643 -11.7162 25.7327 -0.401 0.137 0.367 0.105
H -2.7540 -11.8776 27.9435 -0.004 0.027 0.132 0.084
C -9.4158 -20.0135 19.8748 0.039 -0.403 0.534 -0.096
C -9.5716 -21.5244 19.7088 -0.327 0.020 0.895 -0.290
O -9.7683 -22.1817 21.0040 0.775 0.184 -1.105 -0.100
H -8.5647 -19.7598 20.5067 0.342 -0.286 -0.193 0.069
H -10.2464 -19.6354 20.4709 -0.381 0.221 -0.485 0.068
H -9.2958 -19.5112 18.9148 -0.261 0.089 0.071 0.074
H -8.6943 -21.9430 19.2155 0.153 -0.208 0.493 0.104
H -10.4002 -21.7886 19.0517 -0.236 0.214 -0.012 0.101
H -10.6157 -21.9273 21.3765 -0.093 0.178 -0.199 0.070
```
Positions in Å, forces in eV/Å.

The calculation puts the energy above the lowest of the compared OMol25 structures with the same formula, charge and spin at 180.8 kcal per mole. Its HOMO energy is -8.85 eV. Its largest force on an atom is 0.07957 hartree/bohr. For the total energy, the calculation gives -75556.98379 eV.